Formula: C31H54ClNO3P2ReSSi2
Source: OMol25
Level of theory: ωB97M-V with the def2-TZVPD basis set

Structure (XYZ):
```
96
Properties=species:S:1:pos:R:3:mulliken_spin:R:1
Re 0.72275 -0.45189 0.74663 1.82
C 0.74585 -1.64733 -1.02096 -0.01
C 2.07546 -1.16120 -0.80145 0.15
C 2.46713 -1.57541 0.52418 -0.08
Si 3.21343 -0.47640 -2.12595 0.02
C 1.43089 -2.38767 1.06233 0.02
C 0.37966 -2.48874 0.07879 0.11
Si -1.00078 -3.75628 0.05536 0.03
H 0.17095 -1.52542 -1.93828 0.05
H 3.41670 -1.33470 0.97936 0.01
H 1.42163 -2.89535 2.01542 0.02
Cl -0.14738 1.40886 1.89711 0.15
C -1.36939 -4.43318 -1.65004 0.01
C -0.62216 -5.16878 1.22897 0.00
C 2.85445 -1.13993 -3.83933 0.00
C 5.00976 -0.79702 -1.69232 0.00
H 0.04070 -5.86816 0.69905 0.00
H -1.54199 -5.70718 1.49487 0.00
H -0.11564 -4.84577 2.14581 0.00
H -1.47060 -3.62264 -2.38303 0.00
H -2.30270 -5.01264 -1.62564 0.00
H -0.55476 -5.09759 -1.96748 0.00
H 5.24098 -1.83208 -1.98327 0.00
H 5.22325 -0.68571 -0.62288 0.00
H 5.66835 -0.12828 -2.26330 0.00
H 3.19518 -2.18135 -3.91215 0.00
H 3.39295 -0.54416 -4.58938 0.00
H 1.77990 -1.10429 -4.05933 0.00
C -2.45611 -2.72237 0.62536 -0.03
C 2.78499 1.34766 -2.07646 -0.03
P -1.96176 -1.46220 1.84963 0.16
H -3.26366 -3.37902 0.98094 0.00
H -2.83337 -2.17881 -0.25842 0.00
P 2.37706 1.91393 -0.38926 0.16
H 1.87564 1.48109 -2.68798 0.00
H 3.59008 1.93169 -2.54660 0.00
C 2.06823 3.73169 -0.78824 0.05
C 4.04923 1.91590 0.51598 0.02
C -1.57153 -2.46260 3.42089 0.03
C -3.66913 -0.73367 2.18070 0.06
C -3.75437 0.60838 1.45137 0.00
H -3.67215 -0.56231 3.27054 0.00
C -4.87964 -1.59069 1.79735 0.00
H -4.98600 -1.65635 0.70626 0.00
H -5.78529 -1.10191 2.17981 0.00
H -4.85910 -2.60551 2.20837 0.00
H -2.82233 1.17648 1.55341 0.01
H -4.57886 1.20374 1.86902 0.00
H -3.95833 0.46524 0.38027 0.00
H -0.65893 -3.01787 3.14312 0.00
C -2.67773 -3.44450 3.79873 0.00
C -1.24301 -1.53825 4.60433 0.00
H -2.88704 -4.18944 3.02235 0.00
H -3.60648 -2.91536 4.05264 0.00
H -2.35437 -3.99115 4.69572 0.00
H -0.20826 -1.18773 4.57027 0.00
H -1.36470 -2.10127 5.53984 0.00
H -1.90802 -0.66468 4.64326 0.00
H 4.29499 0.84192 0.58672 0.00
C 3.91682 2.48617 1.93771 0.00
C 5.14718 2.64758 -0.25144 0.00
H 5.34989 2.22172 -1.24069 0.00
H 6.07534 2.57302 0.33227 0.00
H 4.90990 3.71506 -0.35786 0.00
H 3.54115 1.74079 2.64302 0.00
H 3.25678 3.36374 1.97048 0.00
H 4.91063 2.79370 2.29060 0.00
C 0.55668 3.96210 -0.76020 0.01
C 2.63243 4.26206 -2.10976 0.00
H 2.53838 4.26739 0.05377 0.00
H 2.08437 3.84741 -2.96635 0.00
H 3.70081 4.06786 -2.25161 0.00
H 2.49254 5.35073 -2.13490 0.00
H 0.08812 3.62367 -1.69526 0.00
H 0.34729 5.03598 -0.65505 0.00
H 0.08541 3.42834 0.07330 0.01
C 1.79515 -0.40703 2.83432 0.09
H 2.52025 -1.18667 3.10181 0.00
H 2.29829 0.56001 2.88486 -0.03
H 1.01851 -0.37888 3.60019 -0.02
O -3.76918 -0.35011 -4.09372 0.00
S -2.62683 0.51840 -3.97004 0.00
O -1.94786 0.99376 -5.14769 0.00
N -1.55858 -0.01492 -2.80694 0.01
C -1.51887 0.77436 -1.72958 0.04
O -0.77378 0.62047 -0.71074 0.15
C -2.44484 1.92600 -1.81301 0.00
C -2.67941 2.94370 -0.87984 -0.02
C -3.58602 3.94905 -1.20814 0.00
C -4.25025 3.93600 -2.44730 0.00
C -4.01930 2.90761 -3.37238 0.00
C -3.10889 1.92102 -3.01731 0.00
H -2.14853 2.91523 0.07339 0.02
H -3.77438 4.74930 -0.49367 0.00
H -4.95190 4.72896 -2.69513 0.00
H -4.51191 2.85471 -4.34007 0.00
```

Properties
Relative energy (zero: lowest compared OMol25 entry of this formula, charge and spin), kJ/mol: 7.7
Spin multiplicity: 4
Molar mass, g/mol: 860.6
Orbital gap (spin up / spin down), eV: 5.741 / 6.476
Largest force on an atom, eV/A: 6.47

***

Formula: C3H3Cl3
Source: OMol25
Level of theory: ωB97M-V with the def2-TZVPD basis set

Structure (XYZ):
```
9
Properties=species:S:1:pos:R:3:mulliken_charge:R:1
C 0.85469 -0.16384 -0.34615 -0.53
C 1.63468 -0.20652 -2.46669 0.11
C -0.41473 0.38447 -0.07974 -0.08
Cl 2.89164 -1.23464 -2.83846 -0.07
Cl 0.33620 -0.23678 -3.53107 -0.09
Cl -0.52612 2.04541 0.73714 -0.23
H 1.73681 0.20026 0.16279 0.33
H -0.81881 -0.30039 0.68190 0.29
H -1.10161 0.40333 -0.92537 0.26
```

Properties
Relative energy (zero: lowest compared OMol25 entry of this formula, charge and spin), kJ/mol: 520.5
Spin multiplicity: 1
Molar mass, g/mol: 145.4
Orbital gap (spin up / spin down), eV: 8.011 / 6.999
Largest force on an atom, eV/A: 4.04

***

Formula: C15H18F24NO9P3
Source: OMol25
Level of theory: ωB97M-V with the def2-TZVPD basis set

Structure (XYZ):
```
70
Properties=species:S:1:pos:R:3:mulliken_charge:R:1
N 1.06593 4.72226 5.52951 -0.60
P 1.46597 3.75312 4.08797 0.66
O 3.16511 3.30916 4.32098 -0.57
O 0.60610 2.24139 4.02135 -0.25
P -1.05746 2.40899 4.54821 0.59
O -1.78198 1.03819 4.10316 -0.59
O -1.16161 2.42395 6.30553 -0.47
O -1.94120 3.68700 3.76685 -0.22
P -2.18797 5.06558 4.79556 0.46
O -1.48241 6.30863 4.04972 -0.60
H 1.29210 5.72177 5.27825 0.31
H 1.56748 4.41186 6.39020 0.27
H 3.33548 2.42593 3.87345 0.32
H -0.74100 1.52884 6.56184 0.35
H -3.57928 5.45110 4.96479 0.12
H -1.57352 4.99016 6.09460 0.15
C 4.39887 5.31225 0.36973 -0.92
C 3.52790 4.08906 0.69175 1.06
C 4.24672 2.96316 1.42661 0.05
F 5.27047 2.45027 0.70732 -0.25
F 3.39639 1.92952 1.66818 -0.26
F 2.94526 3.64131 -0.45289 -0.29
F 2.49680 4.52508 1.48486 -0.24
O 4.94014 5.36911 -0.95324 -0.40
C 6.15592 4.64852 -1.14740 0.76
C 6.00848 3.49446 -2.14638 0.20
F 5.07096 2.59923 -1.74231 -0.20
F 7.17302 2.80352 -2.27214 -0.25
F 6.63497 4.24906 0.05448 -0.27
F 7.05076 5.55620 -1.62257 -0.30
H 3.73906 6.18662 0.42787 0.47
H 5.16335 5.49790 1.13441 0.35
H 4.63503 3.30265 2.39160 0.29
H 5.71886 3.86325 -3.13413 0.24
C -2.56057 -0.74809 1.46717 -0.42
C -1.17771 -1.31971 1.12160 0.89
C -0.79237 -1.22557 -0.35048 0.03
F -1.63648 -1.91744 -1.14879 -0.17
F 0.44410 -1.75329 -0.55650 -0.30
F -1.09730 -2.59987 1.57422 -0.30
F -0.25485 -0.61202 1.84948 -0.29
O -3.62692 -1.69645 1.56701 -0.43
C -4.25263 -2.04433 0.33309 0.76
C -4.07319 -3.52420 -0.02656 0.17
F -2.76138 -3.85800 -0.13314 -0.20
F -4.64275 -3.80893 -1.22818 -0.25
F -3.81833 -1.20785 -0.63915 -0.26
F -5.57432 -1.76873 0.49923 -0.31
H -2.47892 -0.32830 2.47730 0.25
H -2.83106 0.10912 0.83815 0.37
H -0.76715 -0.18538 -0.68904 0.27
H -4.52522 -4.17099 0.73032 0.22
C -1.53740 -4.69263 -3.56089 -0.57
C -2.58615 -3.94552 -4.39781 0.91
C -3.97074 -4.58353 -4.41256 0.36
F -3.95902 -5.82670 -4.94444 -0.25
F -4.82705 -3.85186 -5.17493 -0.29
F -2.10833 -3.76864 -5.65898 -0.30
F -2.70339 -2.68573 -3.86726 -0.27
O -0.66090 -5.56380 -4.28148 -0.45
C -1.16865 -6.87395 -4.52798 0.75
C -1.34841 -7.16915 -6.02201 0.20
F -2.20274 -6.29056 -6.60667 -0.21
F -1.87534 -8.40761 -6.21679 -0.26
F -2.30456 -7.05433 -3.81333 -0.27
F -0.25421 -7.72979 -3.99718 -0.30
H -0.87177 -3.92741 -3.14300 0.28
H -1.97233 -5.18353 -2.68140 0.40
H -4.39312 -4.64007 -3.40476 0.05
H -0.39356 -7.11430 -6.55190 0.24
```

Properties
Spin multiplicity: 1
Molar mass, g/mol: 905.2
Orbital gap, eV: 8.575
Largest force on an atom, eV/A: 7.99
SMILES: FC(F)C(F)(F)COC(F)(F)C(F)F.FC(F)C(F)(F)COC(F)(F)C(F)F.FC(F)C(F)(F)COC(F)(F)C(F)F.NP(O)O[P@@](=O)(O)O[PH2]=O

***

Formula: C5H5Cl
Source: OMol25
Level of theory: ωB97M-V with the def2-TZVPD basis set

Structure (XYZ):
```
11
Properties=species:S:1:pos:R:3:mulliken_charge:R:1
C -0.14215 -0.29944 0.55132 0.30
C 0.18287 -1.17401 -0.64295 -0.62
C 1.34994 -0.72016 -1.15197 -0.33
C 1.80376 0.44265 -0.40186 -0.31
C 0.93443 0.76167 0.54625 -0.65
H -0.18679 -0.83278 1.51979 0.28
H -0.39150 -2.05824 -0.91847 0.37
H 1.90981 -1.17896 -1.95165 0.40
H 2.76751 0.90219 -0.58085 0.39
H 1.00421 1.58873 1.24744 0.37
Cl -1.75743 0.44205 0.42818 -0.22
```

Properties
Relative energy (zero: lowest compared OMol25 entry of this formula, charge and spin), kJ/mol: 19.3
Spin multiplicity: 1
Molar mass, g/mol: 100.5
Orbital gap, eV: 9.447
Largest force on an atom, eV/A: 1.34
SMILES: ClC1C=CC=C1

***

Formula: C2H3NOS2
Source: OMol25
Level of theory: ωB97M-V with the def2-TZVPD basis set

Structure (XYZ):
```
9
Properties=species:S:1:pos:R:3:mulliken_charge:R:1
C -1.43875 -1.12989 -0.15419 -0.04
C 1.51025 1.21159 0.24000 0.20
H -1.75534 -1.52119 -1.13090 0.30
H 0.08395 -0.06063 -1.09179 0.29
H 2.12796 1.85004 0.97192 0.24
N -0.39211 -0.30647 -0.22577 -0.17
O 1.56766 1.28527 -0.98583 -0.53
S -2.12178 -1.64859 1.25590 -0.36
S 0.41816 0.31987 1.12065 0.07
```

Properties
Relative energy (zero: lowest compared OMol25 entry of this formula, charge and spin), kJ/mol: 107.5
Spin multiplicity: 1
Molar mass, g/mol: 121.2
Orbital gap, eV: 8.908
Largest force on an atom, eV/A: 2.95
SMILES: O=CSNC=S

***

Formula: C17H48N4O5
Source: OMol25
Level of theory: ωB97M-V with the def2-TZVPD basis set

Structure (XYZ):
```
74
Properties=species:S:1:pos:R:3:mulliken_charge:R:1
C 18.61925 -15.83111 23.08417 -1.43
C 19.98011 -15.25670 23.64401 0.34
C 20.20427 -13.79507 23.20263 -0.91
O 20.21495 -13.65027 21.79411 -0.30
C 20.33465 -12.32891 21.38793 -0.80
N 19.98277 -15.48676 25.09554 -0.80
H 18.55182 -16.89696 23.30218 0.44
H 18.57935 -15.82963 21.99491 0.53
H 17.73404 -15.25197 23.34704 0.32
H 20.84741 -15.80560 23.27714 0.40
H 21.10688 -13.41552 23.68153 0.45
H 19.43144 -13.15373 23.62634 0.26
H 20.04733 -12.10577 20.36042 0.12
H 21.40942 -12.15377 21.43587 0.45
H 19.98876 -11.52175 22.03365 0.33
H 19.96998 -16.49668 25.09212 0.32
H 20.91399 -15.40240 25.47739 0.30
C 14.88018 -19.33648 19.26826 -1.50
C 14.76005 -19.04660 20.73455 0.37
C 15.63059 -17.77744 20.97111 -0.45
O 15.46296 -17.41645 22.33835 -0.35
C 16.18217 -16.21769 22.69712 -1.33
N 13.41716 -18.78692 20.97008 -0.71
H 15.92544 -19.49970 19.00578 0.37
H 14.37050 -18.58580 18.66429 0.33
H 14.32875 -20.23922 19.00537 0.40
H 15.07048 -19.93213 21.28914 0.38
H 15.09107 -17.00121 20.42843 0.17
H 16.68274 -17.75452 20.68730 0.29
H 15.95373 -15.91605 23.71934 0.32
H 15.95932 -15.51052 21.89816 0.60
H 17.25812 -16.24706 22.52517 0.30
H 13.17194 -18.65798 21.94134 0.28
H 13.02320 -17.96381 20.53718 0.23
C 17.36052 -13.40946 17.85667 -1.11
C 18.49901 -12.53605 18.44937 -0.21
C 18.07336 -11.09223 18.63844 -0.86
O 17.68053 -10.43241 17.41887 -0.39
C 17.55410 -9.03196 17.44584 -0.74
N 19.03685 -13.18509 19.59547 -0.45
H 16.58043 -13.52227 18.60955 0.20
H 17.68391 -14.43008 17.65206 0.39
H 16.86836 -12.97406 16.98702 0.45
H 19.18476 -12.61519 17.60582 0.46
H 18.96388 -10.59529 19.02330 0.30
H 17.27254 -11.01497 19.37384 0.33
H 17.55157 -8.57269 16.45732 0.27
H 18.36985 -8.52835 17.96452 0.28
H 16.63790 -8.78268 17.98113 0.27
H 19.32576 -14.11994 19.34509 0.29
H 19.91205 -12.71267 19.77139 0.29
C 16.13306 -12.19380 22.71426 0.51
C 15.34422 -11.35662 21.70253 0.43
C 14.78970 -10.12213 22.41536 -0.89
O 13.77031 -10.36705 23.33155 -0.32
C 13.11890 -9.16087 23.67071 -0.78
N 16.27021 -10.93705 20.63058 -0.67
H 15.49254 -12.78079 23.37250 0.45
H 16.87093 -11.68717 23.33633 0.31
H 16.63176 -12.97903 22.14609 -0.11
H 14.49685 -11.89803 21.28189 0.24
H 14.41148 -9.46416 21.63297 0.42
H 15.67587 -9.67391 22.86468 0.34
H 13.74897 -8.39480 24.12263 0.31
H 12.29220 -9.46333 24.31350 0.26
H 12.71886 -8.65239 22.79348 0.33
H 16.73684 -11.72408 20.20286 0.81
H 15.70400 -10.50641 19.91361 0.29
C 17.30956 -14.28426 21.22086 -2.24
O 17.03831 -13.14512 20.47006 -1.08
H 17.98460 -14.05552 22.04554 0.10
H 16.37348 -14.64744 21.64505 0.24
H 17.77747 -15.08455 20.64753 0.68
H 17.82146 -12.90108 19.97134 0.87
```

Properties
Relative energy (zero: lowest compared OMol25 entry of this formula, charge and spin), kJ/mol: 1306.5
Spin multiplicity: 1
Molar mass, g/mol: 388.6
Orbital gap, eV: 9.227
Largest force on an atom, eV/A: 6.42

***

Formula: C6H5NO2P
Source: OMol25
Level of theory: ωB97M-V with the def2-TZVPD basis set

Structure (XYZ):
```
15
Properties=species:S:1:pos:R:3:mulliken_charge:R:1
C 0.51859 -0.05374 1.41680 -0.26
C 1.65080 0.35575 0.75832 -0.03
C -0.20537 -1.00794 0.78891 -0.36
C 1.72016 -0.13090 -0.49010 0.04
C -0.87225 -0.42656 -1.68133 -0.14
C 2.64698 -0.21046 -1.69862 0.42
N -1.98954 -0.32260 -1.11740 -0.54
O 2.11931 -0.98038 -2.51451 -0.65
O 3.71177 0.39300 -1.70922 -0.73
P 0.58065 -1.53791 -0.75015 -0.08
H 0.24455 0.48960 2.34059 0.31
H 2.04054 1.33031 1.08413 0.25
H -1.18754 -1.61677 1.01917 0.18
H -0.47285 -0.27985 -2.66949 0.37
H -2.63232 0.08298 -1.78089 0.22
```

Properties
Relative energy (zero: lowest compared OMol25 entry of this formula, charge and spin), kJ/mol: 98.1
Net charge: -1
Spin multiplicity: 1
Molar mass, g/mol: 154.1
Orbital gap, eV: 8.228
Largest force on an atom, eV/A: 4.53
SMILES: [H]/N=C/P1=CC=CC=1C(=O)[O-]

***

Formula: C2H2FOYb
Source: OMol25
Level of theory: ωB97M-V with the def2-TZVPD basis set

Structure (XYZ):
```
7
Properties=species:S:1:pos:R:3:mulliken_spin:R:1
C -0.19445 0.00735 0.23767 0.02
C -0.10416 -0.15329 -1.05281 0.05
O 0.12938 -0.55426 1.33940 0.00
H 0.03442 0.74643 -1.65908 -0.01
H 0.37210 0.63314 2.04946 0.00
Yb -0.38060 -2.33047 -2.18688 0.94
F 0.14330 1.65110 1.27225 0.01
```

Properties
Relative energy (zero: lowest compared OMol25 entry of this formula, charge and spin), kJ/mol: 237.4
Spin multiplicity: 2
Molar mass, g/mol: 234.1
Orbital gap (spin up / spin down), eV: 6.008 / 7.436
Largest force on an atom, eV/A: 4.31